[1]
Density functional theory data (wB97M-V/def2-TZVPD) for a molecular structure, C11H26GaNO4P.

```
44
Properties=species:S:1:pos:R:3:mulliken_charge:R:1
O -4.3771 -2.7061 -0.5508 -0.69
H 0.6904 2.3954 -2.0811 0.24
H -3.7063 0.6845 -2.6461 -0.26
H -1.7287 -1.5141 -1.9857 0.32
H -3.1252 1.8618 1.0324 0.40
H 1.5583 -2.6918 3.0795 0.34
O 2.6241 2.3603 -1.5069 -0.44
H -5.5979 0.5417 -0.8827 -0.35
H 3.6575 0.0752 -1.6227 0.31
H 1.8709 -4.6028 1.3109 0.32
H -3.4404 2.9072 -0.3272 0.44
H 3.0521 2.1111 0.5210 0.18
C 1.2528 2.2154 -1.1643 -0.28
C 0.1943 -3.2247 1.4745 0.32
C -3.0049 1.9389 -0.0519 -1.13
C 1.1949 -4.0506 0.6555 -0.61
H -0.4897 -2.7097 0.7975 -0.30
H 4.4058 2.4600 -0.5206 0.33
H 0.6684 -4.7724 0.0305 0.31
P -3.2972 -1.6860 -0.4876 0.61
C -1.5213 1.9638 -0.4195 -0.12
H 1.1699 2.9123 0.8611 0.25
C -0.7904 3.2176 0.0634 -0.80
H 3.0631 -0.1605 0.0439 -0.27
C 3.7355 0.4066 -0.5915 -0.61
C 3.4646 1.9087 -0.4689 -0.17
H -0.9834 3.3759 1.1256 0.26
C 0.8709 -2.2055 2.3830 -1.12
O -2.0482 -2.2203 -1.4186 -0.55
H 1.4344 -1.4718 1.8048 0.11
H 1.1176 4.1910 -0.3908 0.19
H 0.1274 -1.6623 2.9654 0.34
C 0.7625 3.2015 -0.1084 -0.44
H -1.0160 1.1018 0.0246 0.17
H -1.1649 4.1064 -0.4503 0.34
H -2.5148 -2.6967 1.1972 0.27
H -1.4487 1.9212 -1.5078 0.23
O -2.6394 -1.7549 1.0266 -0.51
Ga -4.0154 0.5093 -1.0700 0.34
H 1.0346 1.1841 -0.8757 0.26
N 2.6229 -2.4847 -0.8677 -0.45
C 1.9960 -3.1898 -0.2145 0.30
H -0.4072 -3.9082 2.0766 0.45
H 4.7484 0.1611 -0.2624 0.46
```

Its HOMO energy is -5.196 eV. The spin multiplicity is 1. The calculation puts the total energy at -83176.373 eV. The total charge is -1. The value obtained for the orbital gap is 7.942 eV.


[2]
Density functional theory data (wB97M-V/def2-TZVPD) for a molecular structure, C11H26IInNO.

```
41
Properties=species:S:1:pos:R:3:mulliken_charge:R:1
H 2.7958 2.2887 0.6989 0.32
C -0.9964 1.4446 1.7003 -0.84
C 2.7087 2.6531 1.7229 -1.50
C -0.2068 3.7650 2.2268 -1.87
H -0.0779 0.1509 -4.3488 0.35
H 1.9270 0.0754 1.4290 0.11
H -1.7879 0.8990 -2.9729 0.40
C 1.5143 1.9665 2.3866 0.64
H 1.4535 2.3358 3.4166 0.16
N 0.3101 -1.6942 -3.4504 -0.35
H -0.6660 -2.1153 1.1266 0.60
H -0.9846 4.2147 1.6126 0.43
H -2.4530 -0.6905 -2.7325 0.32
H 1.0200 -0.0903 2.9418 0.38
H -0.7726 0.5841 2.3423 0.13
C 0.2151 2.4069 1.6643 1.01
H 0.4429 2.5532 0.6083 0.17
H 1.2522 0.4214 -1.1007 -0.44
H -2.2033 -2.4576 -1.2078 0.04
H -0.1670 -2.5861 -3.3886 0.05
C -0.6508 -0.6665 -3.9126 -0.45
C -1.3023 -4.3650 -1.2712 -1.44
C -0.4944 -2.2249 0.0604 -1.11
H 1.0362 -1.8308 -4.1445 0.19
H -2.2179 -4.7941 -1.6810 0.37
O -1.4940 1.0434 0.4591 -0.79
C -1.5127 -0.1383 -2.7783 -1.16
H -0.8439 -5.1090 -0.6243 0.41
H 3.6384 2.4172 2.2394 0.42
In -0.3988 -0.1672 -0.8508 1.15
H -2.3055 -3.3505 0.2970 0.28
H 0.6354 4.4524 2.3026 0.36
H -1.8125 1.9787 2.2088 0.34
H -1.2774 -1.0660 -4.7204 0.24
H -0.6134 3.6377 3.2323 0.44
I 1.4526 -3.1803 0.0410 -0.14
H 2.7206 0.2921 2.9793 0.48
C 1.7946 0.4727 2.4310 -1.47
H -0.6272 -4.1755 -2.1027 0.29
C -1.6329 -3.0849 -0.5214 0.12
H 2.5819 3.7336 1.6809 0.35
```

Its HOMO energy is -4.350 eV. For the energy relative to the best compared isomer or geometry (same formula, charge and spin), the calculation gives 0.0 kcal per mole. The spin multiplicity is 1. The calculation puts the total energy at -28640.743 eV. The total charge is -1. The value obtained for the orbital gap is 7.099 eV.